# 1
{
  "formula": "C4H9NO2",
  "method": "ωB97M-V with the def2-TZVPD basis set",
  "elements": ["C", "O", "C", "C", "C", "O", "N", "H", "H", "H", "H", "H", "H", "H", "H", "H"],
  "xyz": [[-2.08, 0.73, 0.22], [-2.33, 1.40, -0.93], [-0.30, 0.61, 0.35], [0.25, -0.85, 0.40], [1.83, -0.92, 0.39], [2.38, -2.16, 0.62], [0.17, 1.03, -1.00], [-2.39, -0.29, 0.20], [-2.41, 1.36, 1.06], [0.21, 1.19, 1.13], [-0.15, -1.44, -0.43], [0.10, -1.09, 1.46], [2.30, -0.58, -0.51], [2.19, -0.26, 1.21], [-0.23, 0.28, -1.59], [-0.31, 1.88, -1.26]],
  "lowdin_charge": [-0.434, -0.436, -0.343, -0.211, -0.562, -0.482, -0.046, 0.036, 0.038, 0.090, 0.088, 0.085, 0.048, 0.059, 0.054, 0.017],
  "homo_lumo_gap_ha": 0.224,
  "energy_ev": -9873.8340,
  "smiles": "N[C@@H](C[O-])CC[O-]",
  "lumo_ev": 7.383,
  "charge": -2
}


# 2
{
  "formula": "C4H9NO2",
  "method": "ωB97M-V with the def2-TZVPD basis set",
  "elements": ["C", "O", "C", "C", "C", "O", "N", "H", "H", "H", "H", "H", "H", "H", "H", "H"],
  "xyz": [[1.53, -0.69, -0.36], [1.25, -1.71, -1.15], [0.16, -0.31, 0.74], [-0.70, 0.77, 0.04], [-1.35, 0.46, -1.32], [-2.14, 1.50, -1.81], [-0.01, 0.00, 2.28], [2.35, -0.89, 0.35], [1.64, 0.24, -0.96], [-0.31, -1.29, 0.68], [-1.42, 1.18, 0.75], [0.00, 1.58, -0.24], [-1.88, -0.52, -1.29], [-0.52, 0.34, -2.03], [1.01, 0.11, 1.48], [0.37, -0.77, 2.85]],
  "lowdin_charge": [-0.467, -0.326, -0.423, -0.229, -0.522, -0.489, -0.096, 0.048, 0.073, 0.101, 0.075, 0.086, 0.075, 0.064, 0.080, -0.050],
  "homo_lumo_gap_ha": 0.217,
  "energy_ev": -9871.0744,
  "lumo_ev": 7.213,
  "charge": -2
}


# 3
{
  "formula": "C4H9NO2",
  "method": "ωB97M-V with the def2-TZVPD basis set",
  "elements": ["C", "C", "C", "N", "C", "O", "O", "H", "H", "H", "H", "H", "H", "H", "H", "H"],
  "xyz": [[1.24, -0.67, 0.43], [-2.29, 0.89, 0.14], [-0.81, 0.67, 0.00], [1.08, -1.68, -0.63], [-0.16, -0.24, 0.75], [2.06, 0.42, 0.01], [-0.23, 1.69, -0.69], [2.97, 0.12, -0.10], [0.73, 1.56, -0.67], [1.70, -1.14, 1.31], [1.98, -2.00, -0.98], [0.46, -1.53, -1.42], [-0.72, -0.96, 1.31], [-2.73, 0.20, 0.86], [-2.79, 0.78, -0.82], [-2.49, 1.90, 0.50]],
  "lowdin_charge": [-0.436, -0.031, -0.383, 0.055, -0.029, -0.042, 0.049, 0.099, 0.082, 0.140, 0.066, 0.078, 0.107, 0.077, 0.082, 0.084],
  "homo_lumo_gap_ha": 0.339,
  "energy_ev": -9878.3253,
  "smiles": "C/C(O)=C/[C@@H](N)O",
  "lumo_ev": 0.679
}


# 4
{
  "formula": "C4H9NO2",
  "method": "ωB97M-V with the def2-TZVPD basis set",
  "elements": ["C", "O", "C", "C", "N", "O", "C", "H", "H", "H", "H", "H", "H", "H", "H", "H"],
  "xyz": [[1.37, 0.90, -0.96], [0.97, -0.89, 0.67], [0.16, -0.12, 1.54], [-0.29, -0.45, 0.19], [-0.12, 0.63, -0.77], [-0.71, 1.80, -0.19], [-1.23, -1.59, -0.11], [2.14, 0.50, -0.27], [1.64, 0.52, -1.94], [1.41, 1.98, -0.88], [0.44, 0.92, 1.71], [-0.17, -0.68, 2.40], [-1.28, 2.17, -0.88], [-2.28, -1.35, 0.02], [-0.97, -2.41, 0.58], [-1.07, -1.94, -1.13]],
  "lowdin_charge": [-0.032, -0.062, -0.067, -0.507, -0.117, -0.066, 0.011, 0.092, 0.078, 0.076, 0.118, 0.119, 0.101, 0.083, 0.089, 0.085],
  "homo_lumo_gap_ha": 0.380,
  "energy_ev": -9875.5855,
  "smiles": "CN(O)[C@]1(C)CO1",
  "lumo_ev": 0.954
}


# 5
{
  "formula": "C4H9NO2",
  "method": "ωB97M-V with the def2-TZVPD basis set",
  "elements": ["C", "C", "C", "O", "N", "C", "O", "H", "H", "H", "H", "H", "H", "H", "H", "H"],
  "xyz": [[-1.08, 1.39, -0.47], [-0.25, 0.38, 0.49], [-0.84, -1.01, 0.32], [-0.30, -1.93, 1.21], [1.15, 0.58, 0.11], [2.04, -0.40, -0.31], [1.89, -1.62, -0.25], [-0.67, 2.40, -0.72], [-1.98, 1.59, 0.10], [-1.31, 0.93, -1.44], [-0.36, 0.75, 1.52], [-1.90, -0.90, 0.53], [-0.72, -1.32, -0.73], [0.59, -2.12, 0.84], [0.69, 1.33, -0.45], [3.00, -0.02, -0.66]],
  "lowdin_charge": [-0.052, -0.327, -0.270, -0.057, 0.051, -0.286, 0.009, 0.093, 0.074, 0.088, 0.144, 0.125, 0.131, 0.051, 0.095, 0.130],
  "homo_lumo_gap_ha": 0.390,
  "energy_ev": -9877.4863,
  "smiles": "C[C@@H](CO)NC=O",
  "lumo_ev": 0.792
}


# 6
{
  "formula": "C4H9NO2",
  "method": "ωB97M-V with the def2-TZVPD basis set",
  "elements": ["C", "C", "C", "O", "C", "O", "N", "H", "H", "H", "H", "H", "H", "H", "H", "H"],
  "xyz": [[1.53, -1.06, 0.72], [0.38, -0.55, -0.23], [-0.99, -0.99, 0.27], [-1.67, 0.16, -0.20], [-0.50, 0.94, -0.38], [-0.13, 1.75, 0.68], [-0.72, 1.78, -1.51], [1.55, -2.17, 0.70], [2.55, -0.76, 0.46], [1.38, -0.83, 1.79], [0.56, 1.22, 1.09], [0.62, -0.93, -1.23], [-1.41, -1.90, -0.16], [-1.02, -1.04, 1.37], [-0.54, 2.76, -1.35], [-1.58, 1.62, -2.02]],
  "lowdin_charge": [-0.079, -0.178, -0.184, -0.040, -0.561, 0.055, 0.136, 0.085, 0.068, 0.071, 0.081, 0.124, 0.120, 0.122, 0.089, 0.091],
  "homo_lumo_gap_ha": 0.377,
  "energy_ev": -9877.6173,
  "smiles": "C[C@H]1CO[C@@]1(N)O",
  "lumo_ev": 0.919
}


- Which formula does entry 5 have?
  C4H9NO2